Model P:
# C7H6Cl2N2NdO3Sc

A structure of composition C7H6Cl2N2NdO3Sc (ωB97M-V with the def2-TZVPD basis set, OMol25).

Output
LUMO (alpha / beta) (eV): -16.81 / -16.81
Charge: +4
HOMO (alpha / beta) (eV): -22.15 / -22.15
Frontier orbital gap (alpha / beta) (hartree): 0.196 / 0.196
Expectation value of S²: 3.754
2S+1: 4

Geometry (Å):
Sc 1.53 -3.50 -2.91
Nd -1.48 -0.25 -0.59
Cl 2.46 -1.45 -2.65
Cl -0.82 -2.67 -0.46
C -3.35 -1.17 1.02
C 0.93 -3.12 -4.95
C -0.24 -4.68 -3.24
O -4.12 -1.80 1.60
O 0.29 -2.72 -5.85
O -1.16 -5.28 -3.64
C 0.16 2.96 3.29
N 0.36 2.26 2.02
C 1.30 2.62 1.04
C 1.22 1.72 0.04
N 0.19 0.81 0.36
C -0.31 1.17 1.59
H 1.11 3.00 3.85
H -0.18 4.00 3.12
H -0.59 2.43 3.89
H 1.93 3.49 1.16
H 1.79 1.58 -0.86
H -1.04 0.61 2.18

=====

Model Q:
# C7H6Cl2N2NdO3Sc

A structure of composition C7H6Cl2N2NdO3Sc (ωB97M-V with the def2-TZVPD basis set, OMol25).

Output
LUMO (alpha / beta) (eV): -18.63 / -18.59
Charge: +4
HOMO (alpha / beta) (eV): -22.30 / -22.30
Frontier orbital gap (alpha / beta) (hartree): 0.135 / 0.136
Expectation value of S²: 3.755
2S+1: 4

Geometry (Å):
Sc 1.65 -3.74 0.03
Nd -0.11 -1.32 -0.53
Cl 2.20 -1.37 0.27
Cl -0.53 -3.42 1.11
C -2.21 -1.67 -1.10
C 3.34 -4.00 -0.92
C 1.26 -5.63 -0.24
O -3.37 -1.80 -1.45
O 4.32 -4.14 -1.44
O 1.03 -6.72 -0.37
C -1.74 4.07 0.72
N -0.87 2.91 0.44
C 0.55 2.97 0.31
C 0.96 1.74 0.03
N -0.17 0.86 -0.01
C -1.24 1.64 0.24
H -1.47 4.51 1.68
H -1.63 4.82 -0.07
H -2.77 3.73 0.76
H 1.10 3.88 0.41
H 1.95 1.38 -0.15
H -2.26 1.29 0.27

=====

Stability, lowest: model Q

=====

Model P:
# C3H8BNO

The molecule C3H8BNO (ωB97M-V with the def2-TZVPD basis set, OMol25).

Output
LUMO (eV): 0.59
Charge: 0
HOMO (eV): -8.13
Frontier orbital gap (hartree): 0.320

Geometry (Å):
B 0.93 0.15 0.02
C -1.73 -0.38 -0.11
C -1.24 1.09 0.15
C 2.44 -0.18 0.05
N -0.72 -1.34 0.22
O 0.16 1.19 -0.05
H -2.59 -0.54 0.55
H -2.08 -0.43 -1.15
H -1.74 1.80 -0.51
H -1.42 1.37 1.20
H 3.06 0.67 -0.24
H 2.70 -1.02 -0.59
H 2.71 -0.47 1.06
H -0.48 -1.91 -0.60

=====

Model Q:
# C3H8BNO

The molecule C3H8BNO (ωB97M-V with the def2-TZVPD basis set, OMol25).

Output
SMILES: B[C@H]1CNOC1
LUMO (eV): 0.76
Charge: 0
HOMO (eV): -9.67
Frontier orbital gap (hartree): 0.383

Geometry (Å):
B 1.56 -0.35 -0.70
C -0.39 1.33 -0.07
C -0.22 -1.18 0.35
C 0.65 0.34 0.35
N -1.69 0.56 -0.25
O -1.25 -0.82 -0.42
H 2.31 -1.14 -0.43
H 1.07 -0.19 -1.82
H -0.36 2.09 0.69
H -0.20 1.69 -1.08
H 0.23 -2.08 -0.05
H -0.48 -1.25 1.36
H 0.90 0.42 1.37
H -2.11 0.57 0.69

=====

Stability, lowest: model Q

=====

Model P:
# C2H5NP2

The molecule C2H5NP2 (ωB97M-V with the def2-TZVPD basis set, OMol25).

Output
SMILES: [H]/N=P/C(C)=P\[H]
LUMO (eV): -0.60
Charge: 0
HOMO (eV): -8.90
Frontier orbital gap (hartree): 0.305

Geometry (Å):
C -0.73 -0.12 -0.32
C -0.35 1.30 -0.21
N 1.95 -0.58 0.27
P -2.24 -0.67 0.06
P 0.86 -1.59 -0.22
H 0.09 1.23 0.84
H 0.42 1.39 -0.92
H -0.96 2.21 -0.38
H 2.83 -1.12 0.57
H -1.87 -2.05 0.31

=====

Model Q:
# C2H5NP2

The molecule C2H5NP2 (ωB97M-V with the def2-TZVPD basis set, OMol25).

Output
SMILES: [H]/P=C\N=[PH]=C
LUMO (alpha / beta) (eV): -1.19 / -1.21
Charge: 0
HOMO (alpha / beta) (eV): -8.53 / -8.50
Frontier orbital gap (alpha / beta) (hartree): 0.270 / 0.268

Geometry (Å):
C -1.05 -1.21 -0.12
C 0.76 1.32 -0.13
N 0.18 -1.45 -0.08
P -1.87 0.38 0.13
P 1.39 -0.29 0.31
H -1.64 -2.04 -0.56
H 1.22 1.91 -0.90
H 0.62 1.87 0.73
H -1.54 0.29 1.41
H 1.93 -0.78 -0.80

=====

Stability, lowest: model Q

=====

Model P:
# C2H7N3

A structure of composition C2H7N3 (ωB97M-V with the def2-TZVPD basis set, OMol25).

Output
LUMO (alpha / beta) (eV): 0.83 / 0.70
Charge: 0
HOMO (alpha / beta) (eV): -6.72 / -6.53
Frontier orbital gap (alpha / beta) (hartree): 0.278 / 0.266

Geometry (Å):
N -0.09 0.81 0.24
C -0.57 0.06 -1.88
N 0.45 0.40 -1.07
H 0.44 1.60 0.60
H -1.08 1.06 0.16
H -1.50 -0.34 -1.48
H -0.29 -0.22 -2.88
C 0.28 -0.42 1.02
N 0.80 -0.17 2.18
H 0.91 -1.02 2.73
H -0.41 -1.23 0.73
H 1.05 -0.54 -0.36

=====

Model Q:
# C2H7N3

The molecule C2H7N3 (ωB97M-V with the def2-TZVPD basis set, OMol25).

Output
SMILES: [H]/N=C/NNC
LUMO (eV): 0.96
Charge: 0
HOMO (eV): -7.80
Frontier orbital gap (hartree): 0.322

Geometry (Å):
C -1.74 -0.11 0.57
C 1.51 0.04 -0.42
H -2.54 -0.84 0.53
H -2.17 0.84 0.20
H -1.53 0.05 1.64
H -0.16 -1.32 0.06
H -0.21 1.26 -0.75
H 1.71 -0.97 0.01
H 3.26 0.38 -0.28
N -0.74 -0.59 -0.31
N 0.18 0.36 -0.64
N 2.44 0.90 -0.61

=====

Stability, lowest: model P

=====

Model P:
# C2H7N3

The molecule C2H7N3 (ωB97M-V with the def2-TZVPD basis set, OMol25).

Output
SMILES: [H]/N=C\N(C)N
LUMO (eV): 0.77
Charge: 0
HOMO (eV): -9.47
Frontier orbital gap (hartree): 0.376

Geometry (Å):
C 0.54 -0.94 0.68
C -0.58 0.18 -1.03
H -0.26 -0.86 1.28
H 0.48 -1.99 0.26
H 1.44 -0.89 1.37
H -0.31 1.87 1.18
H 0.81 2.16 -0.41
H -0.69 0.95 -1.85
H -1.14 -1.47 -0.62
N 0.49 0.24 -0.16
N 0.59 1.57 0.61
N -1.37 -0.81 -1.31

=====

Model Q:
# C2H7N3

The molecule C2H7N3 (ωB97M-V with the def2-TZVPD basis set, OMol25).

Output
SMILES: [H]/N=C\N(C)N
LUMO (eV): 0.80
Charge: 0
HOMO (eV): -9.40
Frontier orbital gap (hartree): 0.375

Geometry (Å):
C 0.34 1.30 -0.02
C -0.81 -0.78 -0.19
H 0.08 1.32 1.08
H 1.22 1.81 -0.38
H -0.29 2.04 -0.45
H 2.37 -0.65 -0.20
H 1.75 -0.21 1.15
H -0.70 -1.82 -0.47
H -1.67 0.82 0.17
N 0.40 -0.04 -0.47
N 1.49 -0.75 0.25
N -1.89 -0.13 0.27

=====

Model R:
# C2H7N3

A cluster of 2 separate species, C2H7N3 in total (ωB97M-V with the def2-TZVPD basis set, OMol25).

Output
SMILES: [H]/N=C\N.C=N
LUMO (eV): 0.92
Charge: 0
HOMO (eV): -9.24
Frontier orbital gap (hartree): 0.373

Geometry (Å):
C -2.63 2.52 -1.50
N -2.39 1.74 -0.54
H -3.04 2.35 -2.49
H -2.69 3.60 -1.25
H -2.40 2.18 0.36
N 1.88 -1.02 0.30
C 1.48 -2.21 0.89
N 2.22 -3.01 1.52
H 2.82 -0.70 0.30
H 1.17 -0.36 0.01
H 0.46 -2.42 0.58
H 3.13 -2.67 1.82

=====

Stability, lowest: model P

=====

Model P:
# C32H88N8O8

A cluster of 8 separate species, C32H88N8O8 in total (ωB97M-V with the def2-TZVPD basis set, OMol25).

Output
SMILES: COC[C@H](C)N.COC[C@H](C)N.COC[C@H](C)N.COC[C@H](C)N.COC[C@H](C)N.COC[C@H](C)N.COC[C@H](C)N.COC[C@H](C)N
LUMO (eV): 0.48
Charge: 0
HOMO (eV): -8.65
Frontier orbital gap (hartree): 0.335

Geometry (Å):
C -2.22 3.27 0.10
C -2.73 3.44 1.48
C -3.68 2.28 1.87
O -3.02 0.99 1.99
C -3.88 -0.04 2.35
N -1.62 3.57 2.41
H -1.86 2.24 -0.02
H -1.42 3.94 -0.21
H -2.93 3.40 -0.71
H -3.22 4.41 1.61
H -4.52 2.22 1.17
H -4.18 2.39 2.83
H -3.56 -0.95 1.83
H -4.91 0.12 2.03
H -3.94 -0.26 3.41
H -1.98 3.33 3.32
H -1.08 2.74 2.20
C 2.55 1.01 -5.41
C 1.72 2.23 -4.96
C 2.52 3.04 -3.90
O 1.67 3.99 -3.20
C 2.32 4.83 -2.28
N 1.45 3.05 -6.17
H 2.46 0.12 -4.78
H 3.59 1.32 -5.50
H 2.16 0.65 -6.37
H 0.77 1.88 -4.56
H 3.32 3.60 -4.40
H 2.93 2.37 -3.15
H 3.05 5.37 -2.88
H 2.69 4.34 -1.38
H 1.57 5.58 -2.07
H 0.68 2.57 -6.61
H 1.12 3.97 -5.91
C -2.43 -4.21 5.07
C -2.20 -3.03 4.22
C -2.17 -1.70 5.08
O -3.51 -1.48 5.60
C -3.64 -0.28 6.38
N -0.92 -3.21 3.66
H -3.37 -4.09 5.61
H -1.69 -4.25 5.87
H -2.43 -5.18 4.57
H -2.94 -2.89 3.42
H -1.77 -0.88 4.48
H -1.37 -1.80 5.82
H -2.92 -0.28 7.21
H -4.61 -0.12 6.84
H -3.43 0.55 5.71
H -0.23 -3.19 4.40
H -0.79 -2.47 2.99
C -2.70 1.28 -3.40
C -4.16 0.92 -2.94
C -4.18 -0.24 -1.87
O -5.49 -0.71 -1.50
C -5.38 -1.71 -0.56
N -4.73 2.14 -2.32
H -2.15 1.48 -2.47
H -2.65 2.18 -4.01
H -2.18 0.41 -3.81
H -4.74 0.63 -3.82
H -3.62 0.03 -0.97
H -3.64 -1.13 -2.20
H -4.75 -2.54 -0.87
H -6.38 -2.11 -0.33
H -4.98 -1.37 0.40
H -5.65 1.92 -1.96
H -4.90 2.74 -3.11
C 0.42 -2.96 0.39
C 0.56 -1.46 0.91
C 0.83 -0.48 -0.29
O 0.85 0.86 0.22
C 0.95 1.83 -0.80
N -0.70 -1.18 1.56
H -0.36 -2.96 -0.38
H 0.21 -3.64 1.21
H 1.32 -3.28 -0.14
H 1.38 -1.37 1.61
H 0.13 -0.62 -1.11
H 1.82 -0.83 -0.61
H 1.85 1.76 -1.42
H 0.85 2.79 -0.30
H 0.02 1.82 -1.36
H -0.69 -0.17 1.61
H -1.48 -1.32 0.92
C 6.00 6.24 2.76
C 5.09 7.32 2.19
C 3.59 7.19 2.58
O 3.12 6.11 1.84
C 1.68 6.00 1.98
N 5.66 8.60 2.54
H 5.69 5.28 2.37
H 5.98 6.28 3.85
H 7.02 6.44 2.41
H 5.16 7.21 1.11
H 2.96 8.02 2.26
H 3.47 7.00 3.64
H 1.37 5.84 3.01
H 1.21 5.17 1.47
H 1.12 6.90 1.71
H 5.86 8.67 3.53
H 5.04 9.33 2.21
C -0.46 -7.48 -2.89
C -0.99 -6.12 -2.46
C -1.67 -6.21 -1.06
O -2.35 -4.96 -0.76
C -2.77 -4.79 0.61
N 0.18 -5.27 -2.27
H -0.08 -7.45 -3.91
H -1.21 -8.26 -2.78
H 0.42 -7.78 -2.32
H -1.69 -5.86 -3.25
H -0.89 -6.46 -0.35
H -2.29 -7.10 -1.06
H -2.02 -5.19 1.29
H -3.73 -5.26 0.80
H -2.93 -3.74 0.82
H -0.25 -4.45 -1.88
H 0.59 -5.10 -3.18
C 5.28 -4.79 -0.52
C 3.90 -4.28 -0.94
C 3.92 -3.03 -1.93
O 4.34 -1.88 -1.27
C 4.30 -0.77 -2.17
N 3.18 -5.42 -1.47
H 5.83 -3.97 -0.05
H 5.94 -5.15 -1.30
H 5.17 -5.62 0.17
H 3.49 -3.79 -0.06
H 2.88 -2.86 -2.17
H 4.44 -3.31 -2.85
H 4.92 -0.87 -3.07
H 4.68 0.07 -1.60
H 3.35 -0.47 -2.61
H 3.21 -6.06 -0.68
H 2.21 -5.17 -1.55

=====

Model Q:
# C32H88N8O8

A cluster of 8 separate species, C32H88N8O8 in total (ωB97M-V with the def2-TZVPD basis set, OMol25).

Output
SMILES: COC[C@H](C)N.COC[C@H](C)N.COC[C@H](C)N.COC[C@H](C)N.COC[C@H](C)N.COC[C@H](C)N.COC[C@H](C)N.COC[C@H](C)N
LUMO (eV): 0.30
Charge: 0
HOMO (eV): -9.07
Frontier orbital gap (hartree): 0.344

Geometry (Å):
C -8.69 3.26 3.22
C -8.05 3.29 1.81
C -8.76 4.17 0.77
O -9.79 3.48 0.09
C -10.10 4.11 -1.17
N -6.66 3.70 2.10
H -9.76 3.05 3.27
H -8.46 4.25 3.63
H -8.22 2.46 3.78
H -8.04 2.30 1.36
H -8.03 4.44 0.01
H -9.16 5.06 1.27
H -10.60 5.08 -1.05
H -10.82 3.56 -1.77
H -9.23 4.34 -1.78
H -6.38 3.00 2.78
H -6.57 4.58 2.59
C 5.57 6.12 2.65
C 4.86 4.86 2.23
C 5.39 4.60 0.76
O 4.90 5.56 -0.17
C 3.53 5.49 -0.54
N 5.38 3.73 3.08
H 6.65 5.99 2.62
H 5.27 6.35 3.67
H 5.50 6.98 1.97
H 3.78 5.03 2.27
H 5.15 3.57 0.49
H 6.47 4.75 0.72
H 3.45 4.62 -1.19
H 3.35 6.41 -1.11
H 2.79 5.38 0.25
H 6.37 3.88 3.22
H 5.05 3.78 4.03
C -1.52 -7.95 -0.91
C -0.94 -7.07 0.19
C -0.90 -7.85 1.53
O -0.04 -8.98 1.43
C -0.12 -9.87 2.53
N 0.37 -6.56 -0.24
H -2.48 -8.38 -0.62
H -0.97 -8.88 -1.00
H -1.64 -7.46 -1.88
H -1.59 -6.20 0.16
H -1.92 -8.25 1.61
H -0.75 -7.22 2.41
H 0.03 -9.44 3.52
H 0.60 -10.69 2.44
H -1.06 -10.42 2.47
H 0.93 -7.38 -0.42
H 0.87 -6.25 0.59
C 6.35 -5.64 -1.57
C 7.15 -5.14 -0.41
C 6.94 -6.01 0.85
O 5.59 -6.01 1.30
C 5.14 -4.85 1.95
N 8.52 -5.23 -0.79
H 6.47 -5.05 -2.47
H 5.32 -5.93 -1.33
H 6.72 -6.62 -1.89
H 6.77 -4.14 -0.24
H 7.64 -5.73 1.64
H 7.33 -6.99 0.58
H 5.24 -3.94 1.36
H 5.50 -4.78 2.97
H 4.06 -4.94 2.05
H 8.98 -6.10 -0.99
H 8.44 -4.83 -1.71
C 2.62 -7.24 -6.11
C 2.71 -6.12 -7.12
C 2.80 -4.68 -6.53
O 2.92 -3.67 -7.50
C 3.12 -2.40 -6.87
N 3.85 -6.41 -8.05
H 1.78 -7.00 -5.45
H 3.55 -7.27 -5.55
H 2.57 -8.26 -6.49
H 1.85 -6.21 -7.79
H 3.68 -4.78 -5.90
H 1.92 -4.58 -5.90
H 2.19 -2.14 -6.37
H 3.29 -1.60 -7.58
H 3.95 -2.38 -6.15
H 4.75 -6.41 -7.58
H 4.00 -5.50 -8.47
C 2.54 -0.65 -0.68
C 1.28 -0.45 0.16
C 0.96 1.06 0.46
O -0.14 1.21 1.31
C -0.32 2.53 1.76
N 0.19 -0.96 -0.70
H 3.47 -0.33 -0.21
H 2.43 -0.05 -1.59
H 2.63 -1.65 -1.12
H 1.24 -1.05 1.06
H 0.78 1.66 -0.43
H 1.82 1.53 0.92
H 0.60 2.94 2.19
H -1.11 2.52 2.51
H -0.62 3.12 0.90
H 0.12 -1.97 -0.72
H -0.66 -0.71 -0.21
C -5.64 1.45 -3.03
C -4.18 1.07 -2.64
C -3.20 2.16 -3.01
O -3.17 2.44 -4.42
C -2.68 1.39 -5.12
N -4.28 0.93 -1.17
H -5.51 1.57 -4.11
H -5.93 2.37 -2.52
H -6.33 0.63 -2.83
H -3.87 0.16 -3.14
H -2.21 1.82 -2.71
H -3.28 3.10 -2.48
H -2.50 1.78 -6.12
H -3.37 0.55 -5.24
H -1.70 1.06 -4.76
H -3.35 1.03 -0.81
H -4.73 1.69 -0.69
C -2.38 7.84 4.34
C -2.77 7.37 5.70
C -2.59 8.41 6.84
O -1.23 8.78 6.94
C -0.37 7.83 7.49
N -4.23 7.08 5.52
H -2.77 7.19 3.55
H -1.31 7.69 4.21
H -2.54 8.89 4.09
H -2.19 6.46 5.87
H -3.02 8.08 7.78
H -3.05 9.36 6.58
H -0.21 6.92 6.89
H -0.69 7.45 8.46
H 0.67 8.15 7.56
H -4.60 6.73 6.39
H -4.67 7.99 5.41

=====

Stability, lowest: model Q

=====

Model P:
# C8H13NO

A cluster of 2 separate species, C8H13NO in total (ωB97M-V with the def2-TZVPD basis set, OMol25).

Output
SMILES: COC=C(C)C.C=C=C=N
LUMO (eV): -0.26
Charge: 0
HOMO (eV): -8.07
Frontier orbital gap (hartree): 0.287

Geometry (Å):
C -2.21 0.69 -1.17
C -1.59 2.24 0.81
C -1.80 1.31 -0.14
C 2.27 0.65 0.12
C 1.14 -0.17 2.26
C -0.34 -1.88 -1.81
C 0.26 -0.80 0.15
C 1.26 -0.25 0.82
N -2.87 0.13 -2.07
O 0.44 -0.89 -1.18
H -2.36 2.64 1.40
H -0.56 2.39 0.94
H 3.18 0.55 0.63
H 2.42 0.21 -0.82
H 1.84 1.70 0.00
H 0.20 -0.35 2.81
H 1.38 0.75 2.77
H 1.89 -0.87 2.77
H -0.76 -1.48 -2.70
H -1.14 -2.35 -1.24
H 0.21 -2.78 -2.09
H -0.58 -1.46 0.61
H -2.29 0.02 -2.85

=====

Model Q:
# C8H13NO

The molecule C8H13NO (ωB97M-V with the def2-TZVPD basis set, OMol25).

Output
SMILES: C[C@@H]1C[C@@H]2[C@H](C)[C@]12C(N)=O
LUMO (eV): 0.80
Charge: 0
HOMO (eV): -9.15
Frontier orbital gap (hartree): 0.366

Geometry (Å):
C -1.42 -1.30 1.35
C -0.18 -1.31 0.48
C -0.13 -1.05 -0.98
C -1.06 0.09 -1.40
C -0.28 1.07 -0.47
C -1.01 1.95 0.53
C 0.59 -0.11 0.00
C 2.05 0.02 0.26
N 2.92 -0.19 -0.74
H -2.28 -0.83 0.85
H -1.71 -2.33 1.60
H -1.24 -0.76 2.29
H 0.50 -2.12 0.77
H 0.35 -1.75 -1.67
H -0.97 0.36 -2.46
H -2.12 -0.06 -1.16
H 0.36 1.71 -1.10
H -1.74 1.40 1.13
H -0.29 2.42 1.22
H -1.54 2.76 0.00
O 2.49 0.64 1.25
H 3.01 -1.13 -1.10
H 3.72 0.50 -0.67

=====

Stability, lowest: model P

=====

Model P:
# Cl2H3PSi

A cluster of 2 separate species, Cl2H3PSi in total (ωB97M-V with the def2-TZVPD basis set, OMol25).

Output
LUMO (eV): -0.68
Charge: 0
HOMO (eV): -9.64
Frontier orbital gap (hartree): 0.329

Geometry (Å):
Si -2.73 -0.30 -0.72
P 1.74 -0.56 -0.17
Cl -2.69 1.64 -0.18
Cl -2.40 -1.15 1.08
H 2.19 -0.09 1.06
H 0.98 0.54 -0.18
H 2.91 -0.08 -0.89

=====

Model Q:
# Cl2H3PSi

A cluster of 2 separate species, Cl2H3PSi in total (ωB97M-V with the def2-TZVPD basis set, OMol25).

Output
LUMO (eV): -0.75
Charge: 0
HOMO (eV): -9.51
Frontier orbital gap (hartree): 0.322

Geometry (Å):
Si -3.35 0.32 -0.84
P 2.86 -0.41 -0.03
Cl -3.24 1.87 0.50
Cl -2.69 -1.38 0.05
H 2.02 -0.71 1.11
H 1.83 -0.57 -1.00
H 2.57 0.90 0.22

=====

Stability, lowest: model P